[1]
98
Properties=species:S:1:pos:R:3:forces:R:3 method="wB97M-V/def2-TZVPD" lumo_energy_ev=-1.86 multiplicity=1 homo_lumo_gap_ev=8.87 total_charge=0 molar_mass_g_mol=1092.69 max_force_ev_per_a=5.6 homo_energy_ev=-10.7327
O 2.0172 2.4279 -7.1949 2.0 0.7 0.9
C 1.8950 2.4342 -5.9829 -4.3 -1.5 -3.2
O 0.9381 2.1864 -5.2929 1.1 0.5 2.0
S 3.5494 3.0314 -5.1311 1.0 0.8 0.5
C 3.0273 4.4894 -4.1708 -0.7 1.3 -0.5
C 3.6908 5.7463 -4.8503 0.9 -0.9 0.5
C 4.3887 6.6809 -3.8462 -0.9 0.5 -0.3
S 5.6658 5.8657 -2.8727 2.3 0.2 -0.8
O 5.8581 4.5002 -3.2818 -1.6 -0.4 0.5
O 6.8672 6.6162 -3.0107 -0.4 1.1 0.4
O 5.1881 5.9766 -1.3392 -0.3 -0.6 -0.9
S 4.1838 1.4130 -3.9283 2.4 -2.6 -1.2
O 3.5973 0.2083 -4.4199 -1.9 0.5 0.5
O 5.6001 1.3216 -4.0812 0.3 1.7 0.7
C 3.8846 1.5986 -2.1026 -0.5 -0.1 1.6
F 4.2854 2.7698 -1.5848 -0.2 0.4 -0.7
F 4.6679 0.6780 -1.5423 0.1 -0.2 -0.6
C 2.4112 1.3020 -1.6153 -0.9 -0.9 0.6
F 2.4296 0.2386 -0.8033 0.3 0.0 -0.1
F 1.5783 1.0142 -2.6021 0.2 0.4 -0.3
F 1.9028 2.3029 -0.8996 0.3 0.4 -0.4
H 1.9432 4.6172 -4.3075 0.2 -0.6 0.2
H 3.2285 4.4336 -3.0990 0.2 -0.3 -0.3
H 4.4761 5.3814 -5.5308 -0.3 0.2 0.1
H 2.9630 6.2931 -5.4578 0.1 -0.1 0.3
H 4.8921 7.4728 -4.4173 0.2 -0.3 0.3
H 3.6697 7.2028 -3.1977 0.3 -0.4 0.1
H 5.0237 5.0648 -1.0415 0.0 0.1 0.2
C -1.5089 -1.1177 -4.4133 -0.5 0.4 0.1
C -1.3240 -1.4754 -2.9479 0.4 0.3 -0.5
O -2.4051 -0.9363 -2.1569 -0.2 0.2 0.4
C -3.5129 -1.6611 -2.1209 0.9 -0.1 -0.4
O -3.6854 -2.7025 -2.6818 -0.4 -0.1 0.2
C -4.5440 -0.9887 -1.2076 -0.8 0.5 0.4
F -4.6191 0.3338 -1.4132 0.2 -0.1 -0.1
F -4.2304 -1.1658 0.0892 0.2 -0.2 -0.1
F -5.7687 -1.4780 -1.3871 0.2 -0.2 -0.2
H -1.6185 -0.0374 -4.5209 0.1 0.0 0.0
H -0.6636 -1.4442 -5.0072 0.1 0.2 0.0
H -2.4122 -1.5767 -4.8183 0.1 -0.1 0.0
H -0.4070 -1.0228 -2.5721 -0.2 0.2 0.2
H -1.2395 -2.5384 -2.7958 -0.4 0.0 0.4
C -5.3878 1.4967 2.6514 0.0 0.2 0.3
C -4.0780 0.7385 2.6278 -0.5 -0.2 -0.4
O -3.0448 1.4826 3.3031 0.4 0.1 0.2
C -3.0076 1.3641 4.6242 -0.5 -0.4 -0.7
O -3.7517 0.7045 5.2859 0.2 0.1 0.4
C -1.8309 2.1694 5.1869 0.8 0.6 0.4
F -1.7305 3.3816 4.6232 -0.2 -0.1 -0.1
F -0.6654 1.5424 4.9711 -0.2 -0.2 -0.1
F -1.9414 2.3577 6.5033 -0.3 -0.3 -0.2
H -5.2574 2.4970 2.2359 0.0 -0.1 -0.1
H -6.1451 0.9690 2.0720 0.1 0.0 0.0
H -5.7535 1.6175 3.6717 0.0 -0.1 0.0
H -3.7439 0.6110 1.6021 0.3 0.2 0.1
H -4.1823 -0.2561 3.0608 0.1 0.1 0.2
C -2.0673 4.1519 8.8076 0.3 0.1 0.4
C -3.4005 4.2512 9.5168 0.0 0.0 -0.7
O -3.2652 3.9328 10.9138 -0.1 -0.1 0.4
C -2.8551 4.9219 11.7000 -0.2 -0.1 -0.8
O -2.5929 6.0309 11.3418 0.1 0.1 0.4
C -2.8078 4.4464 13.1570 0.2 -0.3 0.9
F -2.2569 3.2309 13.2697 0.0 0.0 -0.2
F -4.0424 4.3737 13.6770 -0.1 0.1 -0.3
F -2.1004 5.2746 13.9234 0.0 0.1 -0.3
H -1.6228 3.1691 8.9656 -0.1 0.0 -0.1
H -2.1895 4.3162 7.7403 -0.1 0.0 0.0
H -1.3621 4.8893 9.1931 -0.1 0.1 0.0
H -4.0964 3.5230 9.1034 0.0 -0.1 0.3
H -3.8499 5.2361 9.3899 0.1 0.0 0.2
C -2.5054 -8.2375 -4.8124 0.3 0.0 -0.1
C -2.9109 -6.8249 -4.4489 -0.5 -0.5 0.0
O -1.7542 -6.0157 -4.1694 0.3 0.3 0.1
C -1.1397 -5.4915 -5.2225 -0.8 -0.5 0.1
O -1.4614 -5.6385 -6.3628 0.3 0.2 -0.2
C 0.0316 -4.6202 -4.7573 1.1 0.5 0.2
F 0.7503 -5.2042 -3.7899 -0.2 -0.2 0.0
F -0.4046 -3.4440 -4.2627 0.2 -1.1 -0.5
F 0.8750 -4.3369 -5.7464 -0.3 -0.1 -0.2
H -1.8783 -8.6681 -4.0305 -0.1 0.0 0.1
H -3.3860 -8.8655 -4.9451 0.0 0.0 0.0
H -1.9257 -8.2543 -5.7358 -0.1 0.0 0.0
H -3.5061 -6.8306 -3.5377 0.2 0.2 0.1
H -3.5185 -6.3680 -5.2295 0.2 0.1 -0.1
C 4.1945 -4.2899 -1.3273 -0.2 -0.2 -0.2
C 4.1431 -4.5457 0.1635 0.5 0.4 -0.2
O 2.9703 -5.3023 0.5125 -0.3 -0.2 0.2
C 3.0592 -6.6199 0.3609 0.5 0.6 -0.1
O 4.0179 -7.2096 -0.0374 -0.2 -0.4 0.0
C 1.7562 -7.2872 0.8170 -0.8 -0.5 0.2
F 0.6755 -6.6338 0.3702 0.2 0.1 -0.1
F 1.6774 -7.3178 2.1559 0.2 0.1 0.0
F 1.6672 -8.5430 0.3834 0.3 0.1 -0.1
H 3.2747 -3.8090 -1.6641 0.0 0.1 0.1
H 5.0401 -3.6495 -1.5783 0.0 0.0 0.0
H 4.2907 -5.2231 -1.8827 0.1 0.0 0.0
H 4.0692 -3.6018 0.7012 -0.3 -0.1 0.1
H 5.0439 -5.0481 0.5156 -0.1 -0.2 0.0

=====

[2]
10
Properties=species:S:1:pos:R:3:forces:R:3 method="wB97M-V/def2-TZVPD" smiles="O=c1cncnnn1" lumo_energy_ev=-1.52 multiplicity=1 homo_lumo_gap_ev=8.21 total_charge=0 molar_mass_g_mol=110.08 e_above_lowest_kcal_mol=59.2 max_force_ev_per_a=5.4 homo_energy_ev=-9.7286
O -0.1091 2.3622 -0.7778 -0.7 2.0 -0.8
C 0.1270 1.2321 -0.6369 -0.2 -3.2 0.6
C 0.9187 0.6763 0.5358 -1.2 -5.3 -0.2
N 0.6866 -0.5591 1.0031 -0.7 3.3 -0.6
C -0.6115 -1.1454 0.7765 0.2 0.8 3.3
N -1.2478 -1.3703 -0.2776 1.3 0.9 -2.2
N -0.4379 -1.0285 -1.4676 -0.8 1.2 -0.3
N -0.0386 0.1346 -1.6924 -0.1 -0.7 1.5
H 1.8685 1.0765 0.7598 0.9 0.8 0.4
H -1.1559 -1.3784 1.7772 1.1 0.2 -1.7

=====

[3]
137
Properties=species:S:1:pos:R:3:forces:R:3 method="wB97M-V/def2-TZVPD" smiles="COC[C@H]1[C@H](B(O)OC)[C@@H](CCc2ccccc2)S(=O)(=O)O[C@@]1(S)CC(=O)N(C)C.C[N+](=O)[O-].C[N+](=O)[O-].C[N+](=O)[O-].C[N+](=O)[O-].C[N+](=O)[O-].C[N+](=O)[O-].C[N+](=O)[O-].C[N+](=O)[O-].C[N+](=O)[O-].C[N+](=O)[O-].C[N+](=O)[O-]" lumo_energy_ev=-0.12 multiplicity=1 homo_lumo_gap_ev=8.60 total_charge=0 molar_mass_g_mol=1130.84 max_force_ev_per_a=2.0 homo_energy_ev=-8.7276
C 2.2152 0.9260 2.0209 -0.1 0.1 0.3
O 1.3014 0.5200 1.0266 -0.1 -0.1 0.0
C 1.9499 0.2648 -0.1932 0.2 0.2 -0.3
C 1.0050 -0.3407 -1.2369 -0.3 0.0 0.3
C 0.1247 -1.4393 -0.5954 0.4 -0.8 0.1
B 1.1662 -2.5748 -0.1788 -0.3 -0.3 0.0
O 1.5698 -2.7672 1.1088 0.7 0.4 -0.1
O 1.6820 -3.4009 -1.1593 0.0 0.6 0.0
C 3.1024 -3.4860 -1.1852 0.3 -0.6 -0.1
C -0.9642 -2.0748 -1.5265 -0.2 1.0 0.6
C -2.3993 -1.7971 -1.0447 -0.4 -0.1 0.1
C -2.8946 -2.7699 0.0370 -0.1 0.3 0.0
C -2.2427 -2.6105 1.3871 0.2 -0.4 0.0
C -1.3878 -3.5996 1.8681 -0.1 0.2 0.0
C -0.7451 -3.4530 3.0919 0.0 -0.1 -0.2
C -0.9556 -2.3163 3.8555 0.1 -0.1 0.0
C -1.8301 -1.3359 3.3967 0.1 -0.1 0.0
C -2.4652 -1.4852 2.1740 -0.1 0.2 0.1
S -0.8044 -1.3716 -3.1513 -0.5 -1.2 -1.5
O -1.9831 -1.6140 -3.9355 -0.2 0.3 0.4
O 0.4132 -1.7750 -3.8069 0.4 0.4 0.6
O -0.8227 0.1853 -2.8644 0.2 -0.4 0.5
C 0.2670 0.7407 -2.0726 1.0 0.2 -0.2
S 1.4866 1.4784 -3.2418 -0.1 0.2 0.0
C -0.3175 1.9624 -1.3726 -0.6 0.0 -0.3
C -1.5875 1.7056 -0.5748 -0.2 0.4 -0.1
O -1.6086 1.0442 0.4402 0.2 0.1 0.1
N -2.7295 2.3648 -1.0529 0.2 -1.2 0.2
C -3.8955 2.0432 -0.2227 -0.2 0.4 -0.4
C -3.0440 2.0829 -2.4682 -0.4 0.7 0.1
H 2.8363 0.0902 2.3682 0.1 0.1 -0.2
H 2.8539 1.7439 1.6845 0.1 -0.1 -0.1
H 1.6512 1.2820 2.8823 -0.1 -0.1 -0.1
H 2.7997 -0.4124 -0.0232 -0.1 -0.1 0.0
H 2.3822 1.1838 -0.6121 0.0 0.0 0.1
H 1.6776 -0.8427 -1.9347 -0.1 0.0 -0.1
H -0.3385 -1.0844 0.3222 -0.2 0.3 -0.2
H 1.3942 -1.9921 1.6579 -0.4 -0.1 0.1
H 3.5690 -2.5116 -1.0288 0.0 0.0 0.1
H 3.4199 -3.8477 -2.1646 -0.2 0.0 0.0
H 3.4728 -4.1975 -0.4451 0.0 0.1 0.1
H -0.8365 -3.1544 -1.6171 0.2 0.0 -0.4
H -2.4823 -0.7778 -0.6698 0.1 0.0 0.0
H -3.0957 -1.8709 -1.8809 0.1 -0.1 -0.1
H -2.7795 -3.7985 -0.3135 0.0 0.0 0.0
H -3.9663 -2.5827 0.1451 0.0 -0.1 0.0
H -1.2193 -4.4855 1.2652 0.0 0.0 0.0
H -0.0676 -4.2330 3.4172 0.0 0.1 0.1
H -0.4481 -2.1920 4.8011 0.0 0.0 0.0
H -2.0081 -0.4574 4.0034 0.0 0.0 0.0
H -3.1339 -0.7047 1.8298 0.0 0.0 -0.1
H 2.0214 0.3372 -3.7023 -0.1 -0.1 0.1
H 0.4079 2.4475 -0.7234 0.1 -0.2 0.1
H -0.5863 2.6853 -2.1430 0.3 -0.1 0.1
H -4.1450 0.9820 -0.2923 0.0 0.0 0.2
H -4.7433 2.6038 -0.6252 0.0 0.0 0.0
H -3.7444 2.3356 0.8120 0.1 -0.1 0.0
H -2.2117 2.2976 -3.1262 0.0 -0.2 0.0
H -3.8507 2.7554 -2.7633 0.0 0.0 0.0
H -3.4163 1.0614 -2.5910 0.2 -0.1 -0.1
C 4.4672 -2.5867 3.4709 -0.2 -0.2 -0.1
N 4.9325 -1.5490 2.5158 0.0 0.0 0.0
O 4.6544 -1.6813 1.3425 0.1 0.0 -0.1
O 5.5684 -0.6190 2.9753 0.1 0.0 0.0
H 3.9135 -3.3389 2.9201 0.0 0.1 -0.1
H 5.3561 -2.9891 3.9441 -0.2 0.0 0.0
H 3.8363 -2.0889 4.2027 0.1 0.0 0.0
C -1.0385 -0.5303 -6.6572 0.0 -0.1 0.0
N -1.1408 -0.3928 -8.1354 0.0 -0.2 0.0
O -1.3496 -1.3875 -8.7931 0.0 0.1 0.0
O -1.0160 0.7308 -8.5899 0.0 0.0 -0.1
H -1.1860 -1.5627 -6.3718 0.0 0.0 -0.1
H -0.0530 -0.1761 -6.3680 0.0 0.1 0.0
H -1.8098 0.1005 -6.2256 0.0 0.0 0.1
C -1.2683 -3.3834 8.9131 -0.1 0.0 0.0
N -0.5910 -2.7572 7.7446 0.0 0.0 0.0
O -1.2199 -1.9579 7.0853 0.0 0.1 0.1
O 0.5538 -3.0977 7.5279 0.0 0.0 0.0
H -2.2743 -2.9867 8.9761 0.0 0.0 0.0
H -1.2725 -4.4561 8.7466 0.1 0.0 0.0
H -0.6851 -3.1359 9.7947 0.0 -0.1 0.0
C 0.5605 -5.3177 -4.0543 0.1 0.1 0.2
N -0.1630 -6.5709 -3.7039 0.0 0.0 0.0
O -0.1410 -6.9340 -2.5454 0.0 0.0 0.0
O -0.7326 -7.1478 -4.6062 0.0 0.0 0.0
H 1.0133 -4.9147 -3.1544 0.0 0.0 0.0
H 1.3102 -5.5726 -4.7973 -0.1 0.0 -0.1
H -0.1691 -4.6260 -4.4661 0.0 0.0 -0.1
C 7.2941 -0.7447 6.3035 -0.1 0.0 0.0
N 7.7073 -2.0796 5.7897 -0.1 0.0 -0.1
O 6.8394 -2.8008 5.3336 0.2 0.0 0.2
O 8.8820 -2.3569 5.8521 0.0 0.0 0.0
H 6.2237 -0.6439 6.1715 0.0 0.0 0.0
H 7.5765 -0.7019 7.3511 0.1 0.0 0.0
H 7.8349 0.0009 5.7289 0.1 0.0 0.0
C 3.1085 4.2774 5.3375 -0.1 0.0 0.1
N 3.3719 3.0076 4.6065 0.0 0.0 0.0
O 3.1192 1.9634 5.1713 0.0 0.0 0.0
O 3.8231 3.1052 3.4851 0.0 0.1 0.1
H 2.7101 4.0318 6.3144 0.0 0.0 0.0
H 4.0526 4.8081 5.4124 0.0 0.0 -0.1
H 2.3962 4.8464 4.7478 0.1 0.0 0.0
C -8.2889 0.5017 0.1956 -0.2 0.0 -0.1
N -7.0369 0.1758 -0.5364 0.1 0.1 -0.1
O -6.9417 0.5260 -1.6934 0.0 0.0 0.0
O -6.1693 -0.4055 0.0853 0.0 -0.1 0.1
H -8.9498 1.0322 -0.4782 0.0 0.0 0.0
H -8.7247 -0.4343 0.5331 0.1 0.0 0.0
H -8.0095 1.1244 1.0383 0.0 0.0 0.0
C -6.7409 5.0882 -0.4123 0.1 0.0 0.1
N -7.7235 3.9934 -0.1848 0.0 0.0 0.0
O -7.8924 3.6050 0.9558 0.1 0.1 0.0
O -8.2939 3.5568 -1.1597 0.0 0.0 0.0
H -6.3165 5.3691 0.5439 0.0 0.0 0.0
H -5.9822 4.7049 -1.0886 0.0 0.0 -0.1
H -7.2786 5.9129 -0.8698 0.0 0.0 -0.1
C 0.3956 6.6249 -2.5048 0.1 0.1 0.1
N -0.2900 5.3951 -2.0219 0.0 0.0 0.0
O -0.2811 5.1681 -0.8295 0.0 0.0 0.0
O -0.8121 4.6984 -2.8666 0.0 0.1 0.0
H 0.8119 7.1416 -1.6484 0.0 0.0 0.0
H 1.1708 6.3103 -3.1970 0.0 0.0 -0.1
H -0.3486 7.2294 -3.0142 0.0 0.0 -0.1
C -2.2903 3.3065 -7.4779 0.0 -0.2 0.2
N -2.7035 4.0980 -6.2860 0.0 0.0 -0.1
O -2.6344 3.5692 -5.1958 0.0 0.0 -0.1
O -3.0823 5.2335 -6.4869 0.0 0.1 0.0
H -1.9791 2.3242 -7.1468 0.0 0.1 0.0
H -3.1485 3.2498 -8.1404 0.0 0.1 0.0
H -1.4729 3.8371 -7.9553 0.0 0.0 0.0
C 7.9516 0.0399 0.6365 -0.1 -0.1 0.0
N 8.3824 1.0830 -0.3342 0.0 0.0 0.0
O 8.0651 0.9446 -1.4965 0.0 0.0 0.0
O 9.0266 2.0105 0.1110 0.0 0.0 0.0
H 7.3889 -0.7159 0.1016 0.0 0.0 0.0
H 8.8500 -0.3743 1.0845 0.0 0.1 0.0
H 7.3351 0.5248 1.3872 0.0 0.0 0.0

=====

[4]
61
Properties=species:S:1:pos:R:3:forces:R:3 method="wB97M-V/def2-TZVPD" lumo_energy_ev="-0.40 / 0.20" multiplicity=1 homo_lumo_gap_ev="5.47 / 7.04" total_charge=0 molar_mass_g_mol=568.65 max_force_ev_per_a=2.4 homo_energy_ev="-5.8681 / -6.8324"
Pb -0.4942 -1.2640 0.4902 -0.3 0.0 0.6
P 2.4527 -0.8573 -1.1369 0.0 0.1 -0.4
P -2.8562 0.5709 1.0573 -0.1 -0.1 0.1
N -0.8805 0.4198 -0.9673 0.7 -0.2 0.3
H 3.6983 -0.8917 3.2598 2.0 1.3 0.2
C 3.5104 -2.3051 -1.5436 -0.1 -0.1 0.2
H 4.4869 -1.9699 -1.9192 -0.2 -0.2 0.0
H 2.9964 -2.9151 -2.2983 0.2 0.0 0.2
H 3.6431 -2.9021 -0.6299 0.1 0.0 -0.3
C 3.7633 0.3118 -0.5986 0.0 0.1 0.2
H 4.6876 0.1203 -1.1582 -0.1 0.2 0.1
H 3.9534 0.2074 0.4752 0.1 0.1 -0.2
H 3.4148 1.3336 -0.7904 0.1 -0.2 0.1
C 2.1984 -0.2063 -2.8381 -0.1 0.0 0.0
H 3.1535 -0.1284 -3.3780 -0.2 0.0 0.1
H 1.7256 0.7817 -2.7603 0.1 -0.2 -0.1
H 1.5152 -0.8761 -3.3761 0.1 0.2 0.0
C -4.3337 -0.2948 1.7231 0.0 0.0 0.0
H -4.9569 0.4257 2.2717 0.0 -0.3 -0.1
H -4.0181 -1.1106 2.3842 -0.1 0.2 -0.1
H -4.8983 -0.7205 0.8812 0.1 0.1 0.3
C -2.5001 1.7965 2.3808 0.3 0.0 0.0
H -3.3812 1.9305 3.0270 0.3 0.1 -0.2
H -2.2234 2.7493 1.9077 -0.1 -0.2 0.2
H -1.6536 1.4324 2.9744 -0.3 0.0 -0.1
C -3.6443 1.6637 -0.1876 0.0 -0.1 -0.1
H -4.5248 2.1720 0.2278 0.2 0.0 -0.2
H -3.9265 1.0601 -1.0602 0.0 0.2 0.2
H -2.8924 2.3943 -0.5147 -0.3 -0.2 0.1
C -1.2404 0.3480 -2.2356 -0.1 0.3 -0.2
C -1.9311 -0.7857 -4.3075 0.0 0.1 0.0
C -1.5566 -0.8583 -2.9799 0.1 0.5 0.3
C -1.3327 1.6064 -2.9482 -0.2 -0.4 -0.3
C -1.7218 1.6468 -4.2726 0.1 -0.1 0.0
C -2.0162 0.4558 -4.9617 0.0 0.0 0.0
H -2.1629 -1.7014 -4.8547 0.0 0.3 0.1
H -1.4990 -1.8193 -2.4571 0.0 0.3 -0.2
H -1.0958 2.5174 -2.3899 -0.1 -0.4 -0.2
H -1.7955 2.6101 -4.7789 0.0 -0.3 0.0
H -2.3132 0.4952 -6.0107 0.1 0.0 0.3
C 2.0035 0.0425 2.6963 -1.7 0.1 -1.6
O 1.3220 0.3253 1.6986 1.4 -0.4 1.8
C 2.7310 -1.2925 2.7694 0.0 -0.4 0.0
H 2.7777 -1.8261 3.7873 -0.2 -0.2 0.4
H 3.2811 -1.5867 1.8368 -0.1 -0.1 0.0
H 1.9062 -2.0753 2.6010 -1.6 -0.6 -1.0
C 2.1340 0.9435 3.8760 -0.1 0.7 0.2
H 1.5856 0.5183 4.7313 0.1 0.0 -0.3
H 1.7105 1.9309 3.6556 0.1 -0.3 0.0
H 3.1856 1.0571 4.1652 -0.2 -0.1 0.0
C -0.1864 -2.2929 4.4932 0.1 -0.2 0.6
C -1.4262 -1.7196 3.8285 0.2 0.1 -1.1
C -2.2974 -0.9637 4.8166 0.0 0.1 0.4
O -1.0613 -0.8920 2.7571 0.0 0.1 0.0
H 0.4668 -1.4796 4.8345 -0.1 0.0 -0.1
H 0.3782 -2.9269 3.8038 -0.1 0.1 0.0
H -0.4452 -2.8927 5.3745 0.1 0.0 -0.1
H -2.0302 -2.5711 3.4579 0.0 -0.1 0.1
H -1.7770 -0.0669 5.1703 0.0 0.0 -0.1
H -3.2431 -0.6520 4.3668 0.1 0.0 0.0
H -2.5260 -1.5860 5.6894 0.0 0.0 -0.1